C5H13N2O | the ωB97M-V functional and the def2-TZVPD basis

Summary:
- Energy relative to the best compared isomer or geometry (same formula, charge and spin): 71.1 kcal per mole
- 2S+1: 2
- Largest force on an atom: 0.0944 hartree/bohr
- LUMO (spin up / spin down): 0.7722 / 0.5797 eV
- Orbital gap (spin up / spin down): 3.686 / 10.786 eV

XYZ file:
```
21
C5H13N2O, DFT the ωB97M-V functional and the def2-TZVPD basis
C -0.22878 -1.99542 -1.32538
C 0.57860 -1.39416 -0.16002
C 1.12030 0.05074 -0.36131
C 0.83341 1.19785 0.57482
C -0.55073 1.75750 0.30438
N -0.79564 3.09154 0.30674
O -1.58402 1.00852 0.38385
N -0.53352 -1.31417 0.96825
H -1.21415 -2.29706 -1.09439
H 0.19090 -3.04074 -1.70067
H -0.11161 -1.44108 -2.32599
H 1.41274 -2.06521 0.20289
H 2.11631 -0.07450 -0.36148
H 0.71716 0.46569 -1.28989
H 0.97008 0.95259 1.64391
H 1.60105 2.00610 0.34018
H -1.86406 3.30805 0.32403
H -0.17807 3.87070 -0.13744
H 0.02025 -1.25707 1.84597
H -1.39167 -0.64953 0.74693
H -1.10853 -2.18033 1.11461
```

Here are the Mulliken charges for atoms 1 to 2, given in e: C -1.152; C -0.183


C5H13N2O | the ωB97M-V functional and the def2-TZVPD basis

Summary:
- Energy relative to the best compared isomer or geometry (same formula, charge and spin): 116.7 kcal per mole
- Largest force on an atom: 0.0368 hartree/bohr
- Net charge: +1
- LUMO: -8.2338 eV
- Orbital gap: 3.473 eV

XYZ file:
```
21
C5H13N2O, DFT the ωB97M-V functional and the def2-TZVPD basis
O -0.72858 -0.19042 -0.02869
C -0.44809 0.65093 0.77669
C 0.89108 0.66349 1.41083
C 1.78950 -0.41979 1.25407
C 2.89328 -0.10752 0.20106
C 2.24430 0.16952 -1.18514
N 1.69230 -1.03187 -1.74601
N -6.72184 0.11888 -0.21447
H -1.18303 1.43345 1.03981
H 1.13714 1.44690 2.12300
H 1.22897 -1.31167 0.96708
H 2.33044 -0.54262 2.18557
H 3.41220 0.81878 0.44857
H 3.59964 -0.92000 0.10695
H 3.04561 0.52178 -1.82624
H 1.46835 0.93319 -1.01616
H 0.70318 -1.13345 -1.52615
H 1.74666 -1.02156 -2.76148
H -6.41669 -0.61841 0.40226
H -6.68259 1.00779 0.25755
H -7.65311 -0.06242 -0.55288
```

Here are the Mulliken charges for atoms 1 to 2, given in e: O -0.327; C -0.114